Entry 1:
This record from OMol25 describes a 9-piece molecular cluster, C83H112F2N13O9S2 overall at a distorted geometry. The level of theory is ωB97M-V/def2-TZVPD.

Results
Max |F| = 0.089 hartree/bohr
Total charge = +9
Molecular weight = 1538.021 g mol⁻¹
Calculated total energy = -152685.017 eV
HOMO level = -21.062 eV

Last column: Löwdin charge in e.
Geometry (Å):
S (3.969, 0.364, -5.719)  0.54
S (1.964, 1.237, -3.903)  0.57
F (3.068, 1.312, -6.785)  -0.24
F (1.185, 1.616, -5.142)  -0.13
O (-2.334, -2.447, 0.840)  -0.06
O (0.570, 2.224, 0.896)  0.01
O (-0.018, -2.087, -0.874)  -0.07
O (2.742, 2.382, -3.419)  -0.27
O (5.086, 1.274, -5.445)  -0.28
O (4.159, -0.918, -6.433)  -0.32
O (-1.239, 1.509, 3.001)  0.00
O (0.955, 0.450, -3.170)  -0.33
O (0.682, 6.658, 3.358)  -0.18
N (2.926, 0.097, -4.665)  -0.33
N (-2.428, -0.391, 6.254)  -0.28
N (6.272, 1.435, -2.665)  -0.05
N (2.904, -0.342, 3.725)  -0.05
N (-2.805, 8.920, 1.560)  -0.06
N (3.938, -7.262, 3.533)  -0.07
N (-10.493, -6.541, -1.372)  -0.05
N (3.916, 7.543, 2.627)  -0.26
N (-3.935, -5.577, 1.083)  -0.06
N (4.560, -5.182, -3.956)  -0.11
N (-2.713, 2.396, -0.877)  -0.06
N (-1.357, -2.597, -5.258)  -0.09
N (1.919, -1.249, -11.219)  -0.05
C (-2.811, 0.972, -1.306)  0.05
C (-5.959, -6.865, 1.088)  0.05
C (-1.502, -2.680, -7.664)  0.08
C (-2.007, -2.956, -6.403)  0.03
C (4.724, 6.267, 2.846)  -0.15
C (-0.836, -2.092, 5.394)  -0.08
C (-8.274, -5.783, -1.785)  0.04
C (-2.543, -5.376, 1.548)  0.02
C (3.677, -4.313, -3.465)  0.01
C (6.950, -0.640, -3.605)  0.10
C (2.377, -2.419, 2.782)  0.04
C (0.419, -2.591, -10.002)  0.06
C (4.760, 8.470, 1.821)  -0.16
C (-1.466, 4.409, -0.722)  0.08
C (-2.644, 8.739, 0.225)  0.05
C (-2.589, 6.409, 0.504)  -0.10
C (3.971, -2.989, -3.176)  0.07
C (-5.667, -5.088, -0.493)  0.04
C (5.301, -2.629, -3.373)  -0.13
C (1.189, -2.366, -11.147)  0.05
C (-4.705, -6.578, 1.585)  0.03
C (-2.487, 7.504, -0.372)  0.07
C (3.593, -5.286, 4.739)  0.06
C (-1.647, -1.418, 0.893)  -0.43
C (-4.343, 2.801, 4.304)  -0.13
C (-1.087, 0.841, 1.976)  -0.35
C (-0.967, -0.605, 5.891)  -0.08
C (5.206, 0.871, -2.131)  -0.03
C (3.903, -2.305, 4.504)  0.04
C (6.544, 2.910, -2.357)  0.10
C (0.010, 5.672, 4.110)  -0.09
C (-1.544, 3.053, -1.080)  0.03
C (0.036, 1.148, 0.996)  -0.47
C (-0.176, -1.969, -5.313)  0.01
C (4.947, -0.448, -2.339)  -0.01
C (2.729, -0.994, -12.496)  0.10
C (-1.932, -2.884, -3.952)  0.02
C (0.477, -1.740, -8.924)  -0.16
C (3.741, -6.660, 4.670)  0.03
C (-2.796, 1.078, 6.307)  -0.11
C (-0.219, -2.087, -7.702)  -0.09
C (3.650, 8.246, 3.961)  0.06
C (1.859, -0.359, -10.252)  0.02
C (-7.831, -6.304, -0.563)  -0.08
C (-9.603, -5.879, -2.126)  0.03
C (2.185, -1.080, 2.882)  0.00
C (-2.574, 4.964, -0.025)  -0.10
C (3.451, -4.549, 3.601)  -0.11
C (-2.325, -2.338, 4.931)  -0.12
C (-3.748, 4.220, 0.146)  0.04
C (6.183, -3.549, -3.851)  0.08
C (2.539, 7.219, 1.988)  -0.04
C (-4.422, -4.854, 0.062)  0.01
C (-3.054, 10.260, 2.137)  0.06
C (3.791, -0.947, 4.484)  0.01
C (-3.807, 2.947, -0.326)  0.01
C (-2.698, -0.998, 7.605)  0.06
C (1.708, 6.066, 2.685)  -0.25
C (0.421, -0.023, 0.216)  -0.05
C (1.161, -0.568, -9.080)  0.06
C (7.104, 0.717, -3.380)  0.00
C (-4.297, 1.390, 6.347)  -0.16
C (4.186, -8.729, 3.406)  0.09
C (4.065, -6.548, 2.417)  0.01
C (4.037, 9.692, 1.278)  -0.03
C (-10.067, -7.044, -0.248)  0.01
C (-8.789, -6.971, 0.191)  0.06
C (-1.969, -0.350, 1.693)  -0.03
C (-4.613, 2.782, 5.768)  -0.24
C (5.781, -1.254, -3.062)  -0.10
C (3.228, -3.070, 3.636)  -0.14
C (5.808, -4.883, -4.112)  0.05
C (4.083, -6.512, -4.251)  0.05
C (-0.299, -1.215, -0.009)  -0.38
C (-2.676, 6.598, 1.915)  0.05
C (2.578, 1.124, 3.949)  0.08
C (-3.155, -1.072, 5.186)  -0.11
C (3.741, -5.205, 2.394)  0.06
C (4.701, 5.337, 1.659)  -0.05
C (-6.440, -6.085, 0.052)  -0.11
C (-11.927, -6.505, -1.768)  0.09
C (0.419, -1.693, -6.508)  0.06
C (-2.822, 7.877, 2.363)  -0.01
H (-4.538, 1.404, 7.428)  0.13
H (-2.834, -2.291, -3.804)  0.11
H (5.715, 6.482, 3.154)  0.13
H (2.370, 0.577, -10.449)  0.17
H (-4.754, 1.897, 3.849)  0.08
H (4.684, 10.399, 0.722)  0.12
H (3.877, -8.939, 2.397)  0.10
H (-2.260, -3.938, -3.924)  0.11
H (-2.582, 9.620, -0.353)  0.15
H (1.197, 0.203, -8.314)  0.13
H (-7.606, -5.305, -2.487)  0.12
H (-2.072, -0.438, 8.308)  0.13
H (-0.584, -2.824, 6.140)  0.11
H (-4.207, 3.622, 6.326)  0.12
H (3.720, -4.667, 1.444)  0.14
H (4.920, -7.211, -4.054)  0.14
H (-2.466, -2.581, 3.898)  0.09
H (-0.590, 4.974, -1.022)  0.14
H (-0.844, 6.152, 4.653)  0.11
H (-0.451, 4.897, 3.493)  0.08
H (-2.423, 7.379, -1.446)  0.15
H (-10.000, -5.378, -3.006)  0.17
H (3.789, -1.183, -12.350)  0.12
H (2.511, 0.027, -12.811)  0.12
H (-0.108, -3.530, -9.999)  0.14
H (2.718, -4.813, -3.336)  0.14
H (3.527, -4.918, 5.750)  0.15
H (3.792, 4.761, 1.679)  0.06
H (-2.030, 0.775, -2.051)  0.11
H (-12.053, -6.606, -2.832)  0.12
H (5.436, 4.550, 1.723)  0.09
H (-3.790, 10.212, 2.963)  0.13
H (-3.469, 10.919, 1.383)  0.12
H (3.113, 9.165, 3.793)  0.10
H (-3.792, -3.981, -0.245)  0.14
H (-2.923, 8.145, 3.396)  0.16
H (3.199, 9.448, 0.662)  0.07
H (5.245, -8.949, 3.450)  0.13
H (1.374, 5.393, 1.874)  0.13
H (-2.390, 1.434, 5.350)  0.10
H (2.722, 7.042, 0.933)  0.13
H (1.267, -3.008, -12.026)  0.16
H (1.364, -1.193, -6.546)  0.10
H (7.226, -3.297, -3.891)  0.14
H (3.025, 7.663, 4.648)  0.12
H (-2.714, 0.339, -0.403)  0.08
H (4.280, -7.115, 1.511)  0.16
H (-2.758, -3.166, 5.431)  0.10
H (0.312, -1.691, -4.386)  0.13
H (1.255, 0.230, -0.452)  0.09
H (1.971, 1.176, 4.877)  0.12
H (-4.193, -1.255, 5.467)  0.15
H (7.615, 3.043, -2.313)  0.11
H (4.400, -0.280, 5.098)  0.17
H (3.722, -7.259, 5.582)  0.18
H (6.089, 3.083, -1.400)  0.09
H (-3.096, -0.429, 4.318)  0.11
H (4.650, 8.479, 4.332)  0.13
H (3.200, -2.262, -2.926)  0.12
H (-2.938, -3.538, -6.309)  0.16
H (-4.635, 4.722, 0.520)  0.15
H (3.536, 1.663, 4.067)  0.11
H (2.305, 5.437, 3.353)  0.11
H (3.678, -9.286, 4.161)  0.12
H (4.764, 5.930, 0.747)  0.09
H (-0.193, -2.093, 4.527)  0.08
H (3.273, -6.727, -3.553)  0.11
H (1.784, -2.918, 1.993)  0.15
H (-10.821, -7.480, 0.372)  0.17
H (-4.181, -7.180, 2.353)  0.17
H (4.614, -2.710, 5.217)  0.16
H (-6.053, -4.469, -1.327)  0.14
H (-6.467, -7.770, 1.437)  0.15
H (-5.688, 2.933, 5.867)  0.12
H (5.148, 7.882, 1.028)  0.11
H (-1.915, -6.262, 1.535)  0.11
H (2.346, -1.706, -13.214)  0.10
H (-12.400, -5.589, -1.476)  0.12
H (-2.144, -4.522, 1.023)  0.05
H (-2.113, 10.696, 2.504)  0.13
H (-3.284, 2.811, 4.084)  0.04
H (-4.819, 3.636, 3.773)  0.08
H (7.917, 1.325, -3.745)  0.17
H (-2.055, -2.944, -8.561)  0.15
H (-2.233, 1.607, 7.076)  0.15
H (3.645, -6.551, -5.214)  0.11
H (-2.723, 5.811, 2.647)  0.12
H (5.580, 8.697, 2.494)  0.14
H (-8.497, -7.382, 1.128)  0.12
H (7.738, -1.115, -4.157)  0.14
H (-0.748, 0.120, 5.086)  0.11
H (-1.172, -2.676, -3.158)  0.10
H (2.080, 1.530, 3.065)  0.09
H (-4.911, 0.642, 5.853)  0.11
H (-2.596, -4.851, 2.508)  0.10
H (6.444, -5.574, -4.676)  0.18
H (-2.814, -0.369, 2.373)  0.09
H (6.125, 3.544, -3.155)  0.13
H (-0.815, 2.507, -1.645)  0.13
H (3.662, 10.276, 2.107)  0.08
H (-3.814, 0.853, -1.713)  0.11
H (-0.373, -0.277, 6.736)  0.13
H (4.254, 5.842, 3.733)  0.12
H (-4.737, 2.391, -0.308)  0.16
H (1.413, -0.588, 2.312)  0.11
H (-12.310, -7.402, -1.302)  0.12
H (-3.727, -0.929, 7.878)  0.11
H (4.007, -0.797, -1.934)  0.12
H (0.744, 5.250, 4.813)  0.10
H (4.570, 1.521, -1.560)  0.14
H (-2.471, -2.047, 7.658)  0.11
H (1.856, 8.083, 2.043)  0.14



Entry 2:
This record from OMol25 describes a single C14H14N2O2S molecule at a distorted geometry. The level of theory is ωB97M-V/def2-TZVPD.

Results
Max |F| = 0.034 hartree/bohr
Total charge = 0
SMILES = Cc1cccc(/C(N)=N/OC(=O)Cc2cccs2)c1
Molecular weight = 274.345 g mol⁻¹
Relative energy (zero: lowest compared OMol25 entry of this formula, charge and spin) = 212.34 kJ/mol
Calculated total energy = -32654.757 eV
HOMO level = -8.676 eV

Last column: Löwdin charge in e.
Geometry (Å):
S (5.384, -1.014, 0.540)  1.05
O (1.326, -0.026, -1.086)  -0.01
O (1.898, -2.168, -0.635)  0.13
N (-0.546, 1.858, -1.302)  0.16
N (0.036, -0.279, -0.534)  0.14
C (-0.810, 0.664, -0.704)  -0.36
C (4.962, 1.390, 1.309)  -0.19
C (5.684, 0.286, 1.624)  -0.42
C (2.161, -1.072, -1.030)  -0.50
C (-4.252, 1.232, 0.697)  -0.08
C (-4.336, -2.552, 0.697)  -0.05
C (4.269, -0.048, -0.365)  -0.54
C (-3.863, -1.141, 0.529)  -0.27
C (-4.688, -0.071, 0.859)  -0.05
C (-2.600, -0.877, 0.021)  0.02
C (3.534, -0.622, -1.530)  -0.10
C (-2.990, 1.490, 0.191)  -0.04
C (4.147, 1.197, 0.171)  -0.13
C (-2.157, 0.431, -0.157)  -0.15
H (3.499, 1.954, -0.233)  0.11
H (0.337, 1.948, -1.776)  0.10
H (-4.897, 2.054, 0.972)  0.10
H (3.407, 0.132, -2.308)  0.12
H (-1.932, -1.682, -0.240)  0.12
H (-5.676, -0.261, 1.254)  0.11
H (-4.999, -2.639, 1.555)  0.08
H (-4.889, -2.866, -0.188)  0.09
H (-3.494, -3.226, 0.827)  0.08
H (5.004, 2.310, 1.864)  0.10
H (4.058, -1.492, -1.925)  0.12
H (-2.652, 2.511, 0.100)  0.10
H (-1.306, 2.429, -1.626)  0.10
H (6.379, 0.150, 2.429)  0.06



- HOMO level of number 2 (C14H14N2O2S)?
  -8.676 eV